<a>
Molecular formula: C2H6N2O2
Method: DFT, the ωB97M-V functional and the def2-TZVPD basis

## Properties
HOMO level, eV: -8.460
2S+1: 1
HOMO-LUMO gap, eV: 9.310
SMILES: CC(N)=O.N=O

Cartesian coordinates (Å):
C  0.732  -1.689  -0.134
C  0.083  -0.335  0.004
N  0.281  0.521  -0.995
O  -0.602  -0.065  0.991
H  1.812  -1.577  -0.240
H  0.343  -2.185  -1.022
H  0.515  -2.293  0.746
H  -0.081  1.466  -0.885
H  0.876  0.296  -1.771
N  -1.537  1.672  0.855
O  -0.690  2.526  0.564
H  -1.732  1.663  1.886

=====

<b>
Molecular formula: C2H6N2O2
Method: DFT, the ωB97M-V functional and the def2-TZVPD basis

## Properties
HOMO level, eV: -8.857
2S+1: 1
HOMO-LUMO gap, eV: 8.829
SMILES: CON(C)N=O

Cartesian coordinates (Å):
C  0.050  -0.927  -1.627
O  -0.128  -0.706  -0.162
N  0.723  0.350  0.324
C  0.121  0.642  1.650
N  2.188  -0.351  0.829
O  2.281  -1.462  0.458
H  -0.454  -0.044  -2.062
H  -0.514  -1.714  -1.926
H  1.124  -0.937  -1.784
H  0.925  0.877  2.324
H  -0.476  1.570  1.614
H  -0.366  -0.277  1.939

=====

<c>
Molecular formula: C2H6N2O2
Method: DFT, the ωB97M-V functional and the def2-TZVPD basis

## Properties
HOMO level, eV: -10.234
2S+1: 1
HOMO-LUMO gap, eV: 10.272
SMILES: NC=O.NC=O

Cartesian coordinates (Å):
N  1.809  1.835  -1.277
C  0.688  1.960  -1.982
O  0.656  2.730  -2.937
H  2.665  2.365  -1.457
H  1.749  1.225  -0.457
H  -0.122  1.295  -1.594
N  -0.653  -2.125  1.396
C  -1.843  -1.688  1.792
O  -2.751  -2.453  2.167
H  -0.491  -3.119  1.212
H  0.097  -1.447  1.237
H  -1.804  -0.577  1.901

=====

The relative energies come out as <a> 258.2; <b> 511.6; <c> 0.0, with values in kJ/mol.

=====

<a>
Molecular formula: C2H6N2O2
Method: DFT, the ωB97M-V functional and the def2-TZVPD basis

## Properties
HOMO level, eV: -10.115
2S+1: 1
HOMO-LUMO gap, eV: 10.799
SMILES: NC=O.NC=O

Cartesian coordinates (Å):
N  -1.102  -1.002  2.485
C  0.003  -1.063  1.704
O  0.157  -2.108  1.137
H  -1.332  -0.316  3.309
H  -1.668  -1.829  2.592
H  0.718  -0.205  1.524
N  0.065  0.999  -0.843
C  0.660  1.140  -2.091
O  0.390  2.042  -2.825
H  -0.617  1.692  -0.611
H  0.206  0.215  -0.247
H  1.590  0.532  -2.243

=====

<b>
Molecular formula: C2H6N2O2
Method: DFT, the ωB97M-V functional and the def2-TZVPD basis

## Properties
HOMO level, eV: -8.612
2S+1: 1
HOMO-LUMO gap, eV: 9.097
SMILES: C/C(=N\O)NO

Cartesian coordinates (Å):
C  -0.275  1.139  -0.189
C  -0.002  -0.312  -0.237
N  -0.917  -1.125  0.000
O  -2.171  -0.187  0.039
N  1.301  -0.770  -0.321
O  2.305  0.049  0.135
H  -0.954  1.430  -0.962
H  -0.851  1.378  0.834
H  0.626  1.890  -0.094
H  -2.810  -0.982  0.354
H  1.437  -1.819  -0.585
H  2.311  -0.690  1.024

=====

<c>
Molecular formula: C2H6N2O2
Method: DFT, the ωB97M-V functional and the def2-TZVPD basis

## Properties
HOMO level, eV: -8.845
2S+1: 1
HOMO-LUMO gap, eV: 8.307

Cartesian coordinates (Å):
N  -1.680  0.652  0.477
C  -1.517  -0.348  -0.418
N  -0.388  -0.951  -0.575
H  -1.906  1.590  0.189
H  -0.833  0.683  1.052
H  -2.412  -0.900  -0.705
H  -0.091  -1.264  -1.488
H  0.437  -0.957  0.248
O  2.187  0.329  -0.914
C  2.091  0.384  0.323
O  1.400  -0.407  1.046
H  2.713  1.189  0.764

=====

The relative energies come out as <a> 0.0; <b> 545.0; <c> 124.9, with values in kJ/mol.

=====

<a>
Molecular formula: C3H3F3O
Method: DFT, the ωB97M-V functional and the def2-TZVPD basis

## Properties
HOMO level, eV: -11.422
2S+1: 1
HOMO-LUMO gap, eV: 10.477

Cartesian coordinates (Å):
C  -0.691  -0.254  -0.832
C  -0.294  0.061  0.579
C  0.723  0.063  -0.473
O  -0.332  -0.522  1.772
F  -0.710  2.070  0.759
F  1.674  -0.964  -0.471
F  1.306  1.141  -0.917
H  -0.991  -1.266  -1.172
H  -1.304  0.540  -1.280
H  0.620  -0.869  2.035

=====

<b>
Molecular formula: C3H3F3O
Method: DFT, the ωB97M-V functional and the def2-TZVPD basis

## Properties
HOMO level (spin up / spin down), eV: -8.850 / -7.938
2S+1: 1
HOMO-LUMO gap (spin up / spin down), eV: 9.388 / 8.026

Cartesian coordinates (Å):
C  -0.670  -0.436  0.034
C  0.841  -0.152  0.060
C  -1.310  -0.259  1.357
O  1.165  1.155  -0.229
F  1.617  -0.633  0.976
F  -1.030  0.952  1.901
F  -1.074  -1.189  2.250
H  -1.208  0.298  -0.601
H  -0.830  -1.594  -0.126
H  1.837  1.491  0.321

=====

The relative energies come out as <a> 48.1; <b> 0.0, with values in kJ/mol.

=====

<a>
Molecular formula: C3H3F3O
Method: DFT, the ωB97M-V functional and the def2-TZVPD basis

## Properties
HOMO level, eV: -10.520
2S+1: 1
HOMO-LUMO gap, eV: 11.376
SMILES: C[C@@]1(F)OC1(F)F

Cartesian coordinates (Å):
C  1.352  -0.021  0.092
C  -0.003  0.537  0.038
F  -0.206  1.606  0.795
O  -0.797  0.461  -1.160
C  -1.266  -0.401  -0.145
F  -2.444  -0.101  0.397
F  -1.218  -1.661  -0.360
H  1.820  0.643  -0.499
H  1.114  -1.032  -0.350
H  1.648  -0.029  1.192

=====

<b>
Molecular formula: C3H3F3O
Method: DFT, the ωB97M-V functional and the def2-TZVPD basis

## Properties
HOMO level, eV: -10.295
2S+1: 1
HOMO-LUMO gap, eV: 10.979
SMILES: O[C@]1(F)CC1(F)F

Cartesian coordinates (Å):
O  0.247  0.964  1.589
C  0.712  0.898  0.309
F  0.637  2.106  -0.282
C  0.448  -0.302  -0.577
C  1.818  -0.186  -0.002
F  2.296  -0.932  1.031
F  2.821  0.155  -0.738
H  -0.674  0.842  1.738
H  -0.208  -1.003  -0.376
H  0.328  -0.153  -1.588

=====

The relative energies come out as <a> 0.0; <b> 37.9, with values in kJ/mol.

=====

<a>
Molecular formula: C2H3FI2
Method: DFT, the ωB97M-V functional and the def2-TZVPD basis

## Properties
HOMO level, eV: -9.193
2S+1: 1
HOMO-LUMO gap, eV: 8.976

Cartesian coordinates (Å):
C  0.700  0.021  -0.452
C  -0.374  0.031  0.517
F  0.285  0.090  -1.710
I  -1.692  -1.710  0.316
I  -1.687  1.737  0.304
H  1.382  -0.941  -0.434
H  1.307  0.830  -0.088
H  0.078  -0.059  1.547

=====

<b>
Molecular formula: C2H3FI2
Method: DFT, the ωB97M-V functional and the def2-TZVPD basis

## Properties
HOMO level, eV: -9.629
2S+1: 1
HOMO-LUMO gap, eV: 9.190

Cartesian coordinates (Å):
C  0.008  -0.287  -0.008
C  -0.512  -1.968  -0.299
F  -1.345  -2.216  0.787
I  -1.566  -2.141  -2.148
I  1.299  -3.138  -0.168
H  0.494  -0.475  1.015
H  0.939  -0.021  -0.625
H  -0.932  0.367  -0.170

=====

The relative energies come out as <a> 0.0; <b> 54.9, with values in kJ/mol.

=====

<a>
Molecular formula: H5N2P
Method: DFT, the ωB97M-V functional and the def2-TZVPD basis

## Properties
HOMO level, eV: -8.741
2S+1: 1
HOMO-LUMO gap, eV: 9.706
SMILES: NNP

Cartesian coordinates (Å):
N  0.872  0.374  1.179
N  0.034  -0.439  0.390
P  0.089  -0.132  -1.298
H  1.773  -0.117  1.003
H  0.932  1.418  0.871
H  -1.070  -0.433  0.772
H  -1.086  -0.803  -1.404
H  0.848  -1.270  -1.900

=====

<b>
Molecular formula: H5N2P
Method: DFT, the ωB97M-V functional and the def2-TZVPD basis

## Properties
HOMO level, eV: -8.356
2S+1: 1
HOMO-LUMO gap, eV: 9.369

Cartesian coordinates (Å):
N  -1.356  0.051  0.105
N  1.208  -0.257  0.405
P  -0.030  0.922  0.300
H  -1.886  -0.073  0.923
H  -1.348  -0.625  -0.564
H  2.261  -0.093  0.351
H  0.954  -1.171  -0.074
H  0.197  1.245  -1.445

=====

The relative energies come out as <a> 138.3; <b> 0.0, with values in kJ/mol.